Version P
Here is C5H8N4 in the gas phase from OMol25. Energies are from ωB97M-V/def2-TZVPD.

```
17
Properties=species:S:1:pos:R:3:nbo_charge:R:1
C -2.36296 0.05158 1.21197 -0.66
C -0.70484 0.03693 1.09877 -0.27
N -0.36801 -1.18836 0.30234 -0.39
C 0.08971 -1.24577 -0.81331 0.22
N 0.08666 -0.14437 -1.82234 -0.50
N 1.41274 0.40670 -1.71332 -0.17
C 1.93520 0.32803 -0.58556 -0.12
C 2.98465 1.31306 -0.34440 0.23
N 3.96531 1.82881 0.24961 -0.29
H -3.09669 -0.96442 1.60770 0.25
H -2.46671 1.03426 1.93629 0.23
H -2.93280 0.34958 0.09160 0.23
H -0.23627 0.86572 0.41941 0.19
H 0.01404 0.08058 1.88159 0.22
H 0.11776 -2.27032 -1.22621 0.18
H -0.14287 -0.36332 -2.85005 0.40
H 1.70508 -0.11869 0.55592 0.24
```

Results
Multiplicity: 1
Gap between HOMO and LUMO: 9.66 eV
HOMO level: -9.62 eV

***

Version Q
Here is a molecular structure, C5H8N4 from OMol25. Energies are from ωB97M-V/def2-TZVPD.

```
17
Properties=species:S:1:pos:R:3:nbo_charge:R:1
C 2.66562 -0.33015 -0.18623 -0.30
C 1.14056 -0.72592 -0.22626 0.09
C -1.88628 -0.95147 0.36241 -0.07
C -3.15791 -0.38543 -0.21615 -0.32
C -2.92092 1.09086 -0.30165 -0.10
H 3.33806 1.02780 1.29471 0.31
H 2.02748 1.92582 -0.24633 0.41
H 3.02705 -0.72471 -1.18810 0.19
H 3.06297 -0.72578 0.70694 0.23
H 0.77760 -1.83136 -0.61204 0.20
H -1.65841 -2.02293 0.41355 0.22
H -3.98878 -1.04060 -0.52602 0.23
H -3.30591 2.22917 -0.31070 0.27
N 2.98323 1.00295 -0.11580 -0.78
N 0.39828 0.19349 0.50269 -0.23
N -0.93109 0.04133 0.50277 -0.07
N -1.57154 1.22694 0.14621 -0.27
```

Results
Multiplicity: 1
Gap between HOMO and LUMO: 8.88 eV
HOMO level: -8.87 eV

***

Which one sits at the bottom of the stability order? version Q does.

***

Version P
Here is 8 unconnected molecules or ions with the total composition C5H28N2O8 from OMol25. Energies are from ωB97M-V/def2-TZVPD.

```
43
Properties=species:S:1:pos:R:3:nbo_charge:R:1
C 2.61520 2.13033 0.57702 -0.42
N 1.55128 2.06494 -0.48822 -0.68
C 0.38112 1.29168 0.01642 -0.22
C -0.62424 1.16084 -1.23570 -0.24
N -1.90707 0.68731 -0.67673 -0.66
C -2.80945 -0.14031 -1.40051 -0.22
C -1.97387 -1.57370 -1.53945 -0.07
O -2.00816 -2.35093 -0.37024 -0.76
H 3.43412 2.62344 0.12113 0.19
H 2.37631 2.73130 1.37960 0.16
H 2.88928 1.04684 0.91204 0.23
H 1.38653 2.96229 -0.93320 0.37
H -0.09367 1.74097 0.82629 0.18
H 0.85652 0.32360 0.34351 0.19
H -0.18450 0.48337 -1.98015 0.22
H -0.70970 2.19907 -1.73786 0.18
H -2.47181 1.46316 -0.36324 0.37
H -3.32934 -0.02799 -2.32557 0.19
H -3.69830 -0.32942 -0.65979 0.18
H -2.52909 -2.19348 -2.32027 0.17
H -0.87282 -1.41607 -1.73239 0.17
H -2.30000 -1.80581 0.46288 0.48
O 0.70631 0.41649 -4.12524 -0.99
H 0.09545 -0.32851 -3.96680 0.46
H 1.57068 0.29600 -3.67942 0.50
O 2.81622 0.45084 -2.56582 -0.95
H 2.53284 -0.34246 -2.04984 0.48
H 2.64009 1.17826 -2.02908 0.50
O 0.18188 -2.75892 0.92555 -0.97
H 0.00665 -3.49299 1.42821 0.47
H -0.43903 -3.15633 0.24530 0.51
O 2.92518 -1.48773 0.51296 -0.98
H 1.96511 -1.70463 0.74748 0.50
H 3.42408 -2.32904 0.61936 0.48
O -0.33178 2.28731 3.17008 -0.96
H 0.13267 3.12418 2.96034 0.48
H -0.85339 2.29810 3.88473 0.48
O -2.05691 0.22455 2.74906 -0.94
H -1.18233 0.37369 2.32530 0.50
H -2.59690 -0.13700 2.03807 0.47
O -0.24427 -1.65719 3.36623 -1.01
H -0.99584 -1.04788 3.34668 0.48
H -0.00330 -2.00680 2.48403 0.48
```

Results
Multiplicity: 1
Gap between HOMO and LUMO: 9.40 eV
HOMO level: -9.12 eV

***

Version Q
Here is 8 unconnected molecules or ions with the total composition C5H28N2O8 from OMol25. Energies are from ωB97M-V/def2-TZVPD.

```
43
Properties=species:S:1:pos:R:3:nbo_charge:R:1
C 1.19396 -0.93911 2.89375 -0.65
C 0.15170 -1.08420 1.76071 -0.06
C -1.14979 -1.81201 2.29487 -0.07
O -0.91450 -3.18032 2.48796 -0.71
N 0.74129 -1.89166 0.60291 -0.66
C 1.71768 -1.15278 -0.12533 -0.24
C 1.42867 0.33035 -0.56824 -0.25
N 0.98666 0.27912 -1.97691 -0.88
H 0.85803 -0.00978 3.43702 0.24
H 1.32410 -1.77168 3.57923 0.20
H 2.12091 -0.66470 2.40864 0.22
H -0.22663 -0.00110 1.34309 0.19
H -2.07350 -1.68945 1.66260 0.18
H -1.43153 -1.33953 3.26248 0.17
H -0.14818 -3.27601 2.92057 0.46
H 0.01197 -2.40200 0.11139 0.35
H 2.64918 -1.12509 0.48090 0.17
H 2.14161 -1.77635 -0.93109 0.20
H 2.49883 0.84993 -0.49284 0.22
H 0.61220 0.73576 -0.02813 0.18
H 1.54421 0.79500 -2.60997 0.36
H 0.10332 0.80466 -2.03202 0.37
O -0.77668 3.72302 0.31306 -0.98
H 0.09232 3.92418 -0.10406 0.48
H -1.43502 3.51294 -0.27659 0.50
O 2.88790 3.11189 -0.53486 -0.95
H 2.81309 3.73585 -1.24183 0.48
H 2.52096 3.48885 0.30371 0.48
O -2.06355 2.84627 -1.83211 -0.99
H -2.95606 3.13465 -1.80479 0.46
H -2.14461 1.86698 -1.90690 0.51
O -0.22818 -3.40217 -2.71080 -0.97
H 0.72608 -3.44873 -3.23546 0.51
H -0.11912 -3.16682 -1.80768 0.48
O -0.58401 2.28570 2.71282 -0.98
H -0.39914 2.54884 1.78302 0.49
H -1.43762 2.75870 2.87706 0.47
O -2.06869 -1.78168 -2.96357 -0.92
H -2.28644 -2.47017 -2.30785 0.48
H -1.21151 -2.03137 -3.24919 0.51
O -1.96866 0.26796 -1.53478 -1.02
H -1.97823 -0.52573 -2.19731 0.50
H -1.52300 -0.05821 -0.76343 0.47
```

Results
Multiplicity: 1
Gap between HOMO and LUMO: 8.62 eV
HOMO level: -8.39 eV

***

Which one sits at the bottom of the stability order? version P does.

***

Version P
Here is C5H7F in the gas phase from OMol25. Energies are from ωB97M-V/def2-TZVPD.

```
13
Properties=species:S:1:pos:R:3:nbo_charge:R:1
C -2.29157 -0.68786 0.06555 -0.36
C -1.49365 0.39233 0.00056 -0.21
C -0.04992 0.24992 0.02299 -0.14
C 0.70872 1.52950 -0.00546 -0.63
C 0.72567 -0.82352 -0.07200 0.24
F 2.06969 -0.78775 0.04691 -0.33
H -3.36230 -0.51269 -0.18569 0.21
H -1.88373 -1.66614 0.20454 0.20
H -1.84160 1.44778 -0.12626 0.22
H 0.43829 2.14132 0.93774 0.21
H 0.33893 2.04199 -0.91124 0.22
H 1.80807 1.40843 -0.05409 0.24
H 0.27964 -1.73320 -0.35712 0.16
```

Results
Multiplicity: 1
Gap between HOMO and LUMO: 9.53 eV
HOMO level: -8.66 eV

***

Version Q
Here is C5H7F in the gas phase from OMol25. Energies are from ωB97M-V/def2-TZVPD.

```
13
Properties=species:S:1:pos:R:3:nbo_charge:R:1
C 2.30704 0.46418 -0.08655 -0.36
C 1.05855 0.15775 -0.45077 -0.34
C -1.23855 -0.90916 0.00073 -0.52
C -2.01292 0.40135 0.19037 -0.35
C 0.10105 -0.35006 0.37374 0.46
F 0.29785 -0.26569 1.68225 -0.33
H 3.00254 0.83527 -0.91846 0.19
H 2.69407 0.68779 0.84979 0.19
H 0.89947 0.05304 -1.45010 0.21
H -1.49196 -1.82704 0.52513 0.23
H -1.16492 -1.16033 -1.15678 0.22
H -2.46745 0.92648 -0.68064 0.19
H -1.98477 0.98642 1.12130 0.19
```

Results
Multiplicity: 1
Gap between HOMO and LUMO (alpha / beta): 7.69 / 8.33 eV
HOMO level (alpha / beta): -7.38 / -8.15 eV

***

Which one sits at the bottom of the stability order? version Q does.

***

Version P
Here is C3H5FO2 in the gas phase from OMol25. Energies are from ωB97M-V/def2-TZVPD.

```
11
Properties=species:S:1:pos:R:3:nbo_charge:R:1
C 0.97553 0.44938 0.69523 -0.55
C 1.02585 -0.09823 -0.77230 -0.10
C -1.05968 -0.10873 0.03156 0.96
O -0.27538 -0.59992 -1.00124 -0.54
O -1.79047 -0.89461 0.68977 -0.69
F -1.66847 1.08735 -0.25592 -0.36
H 1.18907 -0.45738 1.37194 0.20
H 1.35111 1.50781 0.94069 0.22
H 1.26600 0.78105 -1.42016 0.16
H 1.75785 -0.78177 -0.90956 0.18
H -2.77143 -0.88495 0.62999 0.52
```

Results
Multiplicity: 1
Gap between HOMO and LUMO: 8.85 eV
HOMO level: -8.37 eV

***

Version Q
Here is C3H5FO2 in the gas phase from OMol25. Energies are from ωB97M-V/def2-TZVPD.

```
11
Properties=species:S:1:pos:R:3:nbo_charge:R:1
C 1.68437 -0.62368 -0.12037 -0.26
O 0.34916 -0.62193 0.17652 -0.47
C -0.28175 0.52962 0.11468 0.77
O 0.06663 1.67770 -0.09064 -0.59
C -1.87666 0.33723 0.03909 -0.07
F -2.02280 -1.10827 -0.12273 -0.36
H 1.83639 -1.63066 -0.35426 0.20
H 2.46010 -0.50501 0.92569 0.16
H 2.19735 0.06455 -0.83662 0.22
H -2.23115 1.12010 -0.78533 0.22
H -2.18163 0.76035 1.05398 0.20
```

Results
Multiplicity: 1
Gap between HOMO and LUMO: 11.38 eV
HOMO level: -10.55 eV

***

Which one sits at the bottom of the stability order? version P does.

***

Version P
Here is a molecular structure, C6H11NS from OMol25. Energies are from ωB97M-V/def2-TZVPD.

```
19
Properties=species:S:1:pos:R:3:nbo_charge:R:1
C -1.54477 1.33874 -0.33177 -0.61
C -0.83586 0.06846 0.00540 0.08
C -1.39903 -1.29298 -0.18097 -0.26
C 0.67338 0.19619 -0.30327 -0.24
C 1.64097 0.97857 0.56858 -0.49
C 1.54721 -1.07280 -0.35309 -0.52
H -1.16392 1.98885 0.48208 0.22
H -1.29547 1.79714 -1.27123 0.21
H -2.64060 1.11339 -0.30333 0.22
H -2.32530 -1.40345 -0.69778 0.20
H -0.76095 -2.14507 -0.29494 0.19
H -0.46238 -0.97922 1.63983 0.35
H 0.82254 0.75056 -1.22622 0.21
H 1.36374 0.85849 1.64956 0.20
H 1.83284 2.01622 0.35305 0.22
H 1.29211 -1.89180 0.36691 0.20
H 1.51192 -1.57583 -1.33572 0.22
N -1.28927 -0.63965 1.14631 -0.58
S 3.03285 -0.10579 0.08657 0.18
```

Results
Multiplicity: 1
Gap between HOMO and LUMO: 9.62 eV
HOMO level: -8.73 eV

***

Version Q
Here is C6H11NS in the gas phase from OMol25. Energies are from ωB97M-V/def2-TZVPD.

```
19
Properties=species:S:1:pos:R:3:nbo_charge:R:1
C 2.37359 -1.45838 0.69755 -0.65
C 0.97343 -0.87901 0.42607 -0.24
C 0.69199 0.23824 -0.32991 0.14
C 1.57886 1.40144 -0.73471 -0.66
N -0.73673 0.47334 -0.42200 -0.51
C -1.26802 -0.65377 -0.37055 -0.04
S -2.99352 -0.76919 0.01256 0.23
C -3.38370 0.97154 0.28269 -0.78
H 2.33611 -2.00425 1.61510 0.22
H 3.22310 -0.63184 0.63759 0.22
H 2.57831 -2.16161 -0.22045 0.22
H 0.23407 -1.27335 1.08780 0.21
H 1.28846 1.84469 -1.77855 0.23
H 2.60375 0.91249 -0.99215 0.22
H 1.62862 2.14232 0.15381 0.24
H -0.94020 -1.65388 -0.79968 0.21
H -3.63562 1.38776 -0.71271 0.22
H -2.29025 1.23688 0.50804 0.28
H -4.26224 0.87657 0.93948 0.24
```

Results
Multiplicity: 1
Gap between HOMO and LUMO: 9.07 eV
HOMO level: -8.19 eV

***

Version R
Here is 2 unconnected molecules or ions with the total composition C6H11NS from OMol25. Energies are from ωB97M-V/def2-TZVPD.

```
19
Properties=species:S:1:pos:R:3:nbo_charge:R:1
C -1.85754 -1.54138 -0.86088 -0.36
C -2.03919 -0.25041 -0.51237 -0.04
N -1.45070 0.24718 0.54150 -0.46
C -1.45780 1.38118 0.93941 0.09
S -2.23420 2.76872 0.03030 -0.13
H -1.06904 -2.19913 -0.48095 0.21
H -2.33955 -1.93191 -1.76614 0.20
H -2.57980 0.57774 -1.08038 0.17
H -1.10623 1.84715 1.79776 0.18
H -1.59518 3.73147 0.81700 0.14
C 1.56448 0.02214 1.26722 -0.39
C 2.27798 -0.07557 0.14506 -0.18
C 2.10295 -1.05393 -0.90241 -0.65
H 1.02369 -0.81738 1.67433 0.19
H 1.67767 0.74995 2.06310 0.19
H 3.02913 0.58418 -0.06868 0.19
H 2.33247 -0.56284 -1.83513 0.22
H 1.04747 -1.56468 -1.02594 0.21
H 2.67337 -1.91251 -0.74280 0.22
```

Results
Multiplicity: 1
Gap between HOMO and LUMO: 9.26 eV
HOMO level: -8.80 eV

***

Which one sits at the bottom of the stability order? version R does.

***

Version P
Here is C2H4N4O2 in the gas phase from OMol25. Energies are from ωB97M-V/def2-TZVPD.

```
12
Properties=species:S:1:pos:R:3:nbo_charge:R:1
N -1.70395 0.00669 -1.60427 -0.77
C -0.53280 -0.05492 -0.84752 0.72
N -0.48131 -0.05451 0.51579 -0.63
C 0.85254 0.24923 0.72434 0.37
N 1.32821 0.35492 1.86500 -0.17
O 0.47074 0.36469 2.82585 -0.54
N 1.64579 0.21621 -0.44222 -0.27
O 0.58691 -0.08117 -1.43617 -0.34
H -1.62171 -0.38114 -2.49690 0.39
H -2.35327 -0.54028 -1.04474 0.40
H -0.48406 0.37915 2.54229 0.47
H 2.29291 -0.45887 -0.60145 0.37
```

Results
Multiplicity: 1
Gap between HOMO and LUMO: 8.45 eV
HOMO level: -8.04 eV

***

Version Q
Here is C2H4N4O2 in the gas phase from OMol25. Energies are from ωB97M-V/def2-TZVPD.

```
12
Properties=species:S:1:pos:R:3:nbo_charge:R:1
N -1.61826 -1.49992 0.04119 -0.62
N -0.99724 -0.60854 0.87120 -0.20
C -0.17213 0.14656 0.42683 0.22
C 0.55363 1.14941 1.11517 -0.09
N 1.09854 1.99595 0.31416 -0.03
O 1.00972 1.56193 -0.89558 -0.21
N 0.39567 0.20447 -0.94046 0.04
O 1.62730 -0.58638 -0.89369 -0.57
H -1.56309 -1.25122 -0.89596 0.36
H -2.60306 -1.43622 0.57076 0.39
H 0.61431 1.37589 2.15868 0.22
H 1.65461 -1.05194 -1.87230 0.49
```

Results
Multiplicity: 1
Gap between HOMO and LUMO: 9.40 eV
HOMO level: -9.11 eV

***

Which one sits at the bottom of the stability order? version Q does.